C6H6F3NO2S | ωB97M-V/def2-TZVPD

Each line ends with the Mulliken charge.
Atoms and positions in Å:
S 1.67571 -0.73469 -0.85899  -0.12
F 0.96020 2.68519 2.51301  -0.23
F 2.11601 0.94737 2.14775  -0.28
F -0.05790 0.77911 2.40158  -0.25
O 1.83928 2.08472 -0.32310  -0.53
O -0.33968 2.59150 0.19407  -0.54
N -0.84534 -0.39595 -0.36449  -0.50
C -0.75702 -1.65976 -0.94432  0.38
C 0.32424 0.17624 -0.32550  0.38
C 0.65449 1.78198 0.38806  0.46
C 0.91681 1.56086 1.89905  0.72
C -1.96273 -2.44667 -1.09737  -1.23
C 0.47499 -2.07077 -1.27162  -0.40
H 2.06399 3.05889 -0.18704  0.37
H -1.18835 2.50395 0.77237  0.40
H -2.05982 -3.08583 -0.24474  0.26
H -1.95422 -3.04378 -1.93544  0.41
H -2.79213 -1.71819 -1.16995  0.32
H 0.93148 -3.01417 -1.59333  0.38

Properties
Charge: 0
E_HOMO, eV: -9.17
SMILES string: Cc1csc(C(O)(O)C(F)(F)F)n1
LUMO level, eV: 0.5



C6H6F3NS2 | ωB97M-V/def2-TZVPD

Each line ends with the Mulliken charge.
Atoms and positions in Å:
S -1.77068 -2.02434 -1.01125  0.00
S 1.50120 1.53373 0.01210  -0.05
F 3.46643 -1.43260 -0.51154  -0.24
F 3.70217 -0.51184 1.42897  -0.23
F 4.06058 0.72446 -0.38266  -0.28
N -0.97581 0.51700 -0.49017  -0.11
C -2.37213 -2.93470 0.58438  -0.83
C -0.30338 1.54995 -0.13813  0.57
C 1.81142 -0.03338 0.12077  -0.50
C -0.88732 2.93108 -0.52131  -1.11
C -1.13503 -0.66594 -0.23083  -0.04
C 3.26030 -0.30172 0.17363  0.97
H -0.17766 3.42168 -1.22754  0.27
H -0.85053 3.50020 0.37727  0.33
H -3.07576 -2.31318 1.17901  0.29
H -1.53440 -3.02314 1.24099  0.32
H -1.89618 2.96830 -0.88677  0.33
H -2.82323 -3.90558 0.28306  0.31

Properties
Charge: 0
E_HOMO, eV: -7.76
LUMO level, eV: -0.9



C6H6FIO | ωB97M-V/def2-TZVPD

Each line ends with the Mulliken charge.
Atoms and positions in Å:
I 0.72060 -1.11284 3.26362  0.11
F -1.06983 0.95047 2.14947  -0.33
O -2.02298 -1.20623 0.89290  -0.50
C 1.08388 1.01678 1.09285  -0.54
C 0.32084 0.51022 -1.23639  -0.34
C 1.25633 1.10459 -0.24369  -0.30
C -0.72117 -1.03698 0.44530  -0.19
C 0.04815 0.13160 1.69877  0.32
C -0.59087 -0.43474 -0.92791  -0.48
H 1.62053 1.63542 1.77800  0.40
H -2.30470 -0.22973 1.14609  0.40
H 0.47068 0.79069 -2.24192  0.39
H 2.02577 1.75869 -0.64974  0.35
H -1.31128 -0.87616 -1.65576  0.32
H -0.14391 -2.08131 0.48103  0.38

Properties
Charge: 0
E_HOMO, eV: -9.15
SMILES string: O[C@H]1C=CC=C[C@]1(F)I
LUMO level, eV: -0.2



Question: The highest E_HOMO belongs to which entry?
Answer: C6H6F3NS2



Question: The lowest LUMO level belongs to which entry?
Answer: C6H6F3NS2



Question: Look up the E_HOMO of the second one.
Answer: -7.76 eV